Below is a structure of composition C35H46Cl2FeGe2N3O2S3, with properties calculated with wB97M-V/def2-TZVPD.

The geometry in XYZ format:
```
94
C35H46Cl2FeGe2N3O2S3 (wB97M-V/def2-TZVPD)
Fe -0.1085 -1.5250 0.9139
Cl -0.1822 0.6679 2.3620
C -1.8918 1.0201 2.4754
C -2.3482 1.6321 3.6249
C -3.7060 1.8908 3.7404
C -4.5719 1.5176 2.7286
C -4.0839 0.9031 1.5838
Cl -5.2218 0.4520 0.3690
C -2.7187 0.6547 1.4134
S -2.0761 -0.1250 -0.0472
H -1.6565 1.9019 4.4107
H -4.0892 2.3775 4.6270
H -5.6349 1.6948 2.8159
C 3.8136 1.9610 -1.6119
C 3.3302 1.0959 -0.4443
Ge 1.5902 0.2250 -0.7207
C 2.1432 -1.6654 -1.1726
C 2.7982 -1.6309 -2.5597
C 0.8287 0.9944 -2.3306
C -0.3258 1.5692 -2.6786
Ge -1.9437 1.7053 -1.5781
C -1.9027 3.1790 -0.3123
C -1.8263 4.5897 -0.9017
C -3.5873 1.3184 -2.5674
C -3.5627 1.3028 -4.0986
C -0.4413 2.2306 -4.0186
C 0.2885 1.7696 -5.1161
C 0.2475 2.4354 -6.3298
C -0.5264 3.5795 -6.4756
C -1.2777 4.0356 -5.4050
C -1.2394 3.3567 -4.1947
H 4.7750 2.4169 -1.3719
H 3.1151 2.7688 -1.8323
H 3.9497 1.3833 -2.5265
H 3.2770 1.7015 0.4637
H 4.0256 0.2777 -0.2360
H 1.3516 -2.4113 -1.1515
H 2.8565 -1.9355 -0.3950
H 2.0818 -1.4052 -3.3507
H 3.2453 -2.6005 -2.7879
H 3.5935 -0.8863 -2.6146
H 1.6337 1.1002 -3.0623
H -1.0371 2.9877 0.3289
H -2.7935 3.0784 0.3111
H -0.9575 4.7202 -1.5461
H -1.7475 5.3236 -0.0994
H -2.7189 4.8373 -1.4789
H -4.3425 2.0127 -2.1933
H -3.8729 0.3325 -2.1992
H -3.4767 2.2978 -4.5272
H -4.4927 0.8663 -4.4665
H -2.7384 0.7070 -4.4954
H 0.8747 0.8620 -5.0330
H 0.8186 2.0578 -7.1677
H -0.5501 4.1044 -7.4213
H -1.8958 4.9176 -5.5089
H -1.8447 3.7336 -3.3787
C -0.8984 -1.8733 4.6193
C -1.0511 -2.9975 3.6529
N -1.0528 -2.8984 2.3408
C -1.3090 -4.1281 1.7542
C -1.4783 -5.1511 2.6199
S -1.3466 -4.5742 4.2165
C -1.4139 -4.1642 0.2974
C -1.9087 -5.1546 -0.4810
S -1.9084 -4.6562 -2.1095
C -1.2623 -3.1445 -1.6797
N -1.0290 -3.0293 -0.3888
C -1.0587 -2.0686 -2.6909
H -0.3090 -1.0765 4.1799
H -0.4097 -2.2136 5.5307
H -1.8802 -1.4767 4.8857
H -1.6751 -6.1886 2.4038
H -2.2903 -6.1175 -0.1824
H -1.0700 -2.4676 -3.7035
H -0.1198 -1.5474 -2.5272
H -1.8661 -1.3364 -2.6124
O 1.8874 -3.0143 3.5023
C 2.2914 -2.1026 2.7811
O 1.7068 -1.5416 1.8026
C 3.6977 -1.5433 3.0605
N 4.2471 -2.3613 4.2124
C 4.5139 -1.4331 5.3690
C 3.5633 -0.2766 5.1078
C 3.6578 -0.1038 3.5885
H 4.3160 -1.6668 2.1747
H 5.0560 -2.9254 3.9644
H 3.4391 -2.9952 4.4011
H 5.5500 -1.1074 5.3021
H 4.3638 -1.9666 6.3031
H 3.8667 0.6131 5.6542
H 2.5466 -0.5364 5.4102
H 4.5705 0.4294 3.3225
H 2.8163 0.4336 3.1568
```

Computed properties:
Energy above the lowest of the compared OMol25 structures with the same formula, charge and spin, kJ/mol: 23.23
2S+1: 6
E_HOMO (spin up / spin down), eV: -11.98 / -12.69
Total charge: +2
Gap between HOMO and LUMO (spin up / spin down), eV: 7.712 / 6.858

=====

Below is a cluster of 6 separate species, C32H76O20P4S2 in total in a non-equilibrium geometry, with properties calculated with wB97M-V/def2-TZVPD.

The geometry in XYZ format:
```
134
C32H76O20P4S2 (wB97M-V/def2-TZVPD)
C 4.0094 -5.4978 -3.2139
C 3.1787 -4.9542 -4.3771
O 2.1321 -4.1102 -3.8544
P 1.8852 -2.6658 -4.5164
O 0.8466 -1.9363 -3.7837
O 3.3141 -1.9766 -4.5790
C 3.5337 -0.8510 -5.4116
C 4.3421 -1.2508 -6.6531
O 1.5180 -2.9952 -6.0383
C 0.5802 -4.0084 -6.3478
C 0.0389 -3.8583 -7.7608
H 4.9100 -5.9405 -3.6429
H 4.4040 -4.6753 -2.6131
H 3.4071 -6.1401 -2.5752
H 3.9081 -4.3476 -4.9173
H 2.7275 -5.7733 -4.9290
H 2.6121 -0.3492 -5.7235
H 4.0307 -0.0679 -4.8353
H 3.9700 -2.2023 -7.0263
H 4.3218 -0.5042 -7.4492
H 5.4108 -1.3031 -6.4323
H 0.9827 -5.0225 -6.2720
H -0.2334 -3.9649 -5.6167
H -0.3546 -2.8658 -7.9794
H 0.8702 -3.9083 -8.4776
H -0.5945 -4.6911 -8.0553
C -6.6072 0.0150 -3.5315
C -6.4815 1.4765 -3.1258
O -5.7046 1.7719 -1.9894
P -4.2845 1.1654 -1.5945
O -4.2891 -0.2699 -1.3863
O -3.8344 2.0891 -0.3688
C -4.5110 1.8749 0.8753
C -4.1079 2.9699 1.8384
O -3.2483 1.5830 -2.7551
C -3.1049 2.9440 -3.1589
C -1.6232 3.3512 -3.0981
H -6.8076 -0.6672 -2.7046
H -7.4319 -0.0773 -4.2407
H -5.7127 -0.3576 -4.0311
H -6.0485 1.9657 -4.0088
H -7.4568 1.9411 -2.9850
H -5.5904 1.7366 0.7827
H -4.1825 0.9289 1.3205
H -3.0210 2.9736 1.8701
H -4.5748 3.9164 1.5555
H -4.5566 2.7911 2.8174
H -3.5797 3.0591 -4.1327
H -3.5623 3.6354 -2.4459
H -1.3757 3.4626 -2.0412
H -0.9876 2.5368 -3.4420
H -1.4127 4.3016 -3.5816
C -0.8787 -0.4462 5.3218
C -2.3440 -0.6236 4.9954
O -2.5453 -0.8402 3.5892
P -2.5097 -2.3239 2.9832
O -3.1351 -2.4384 1.6668
O -0.9474 -2.6819 3.0517
C -0.5325 -3.9875 2.6224
C -0.1822 -4.0288 1.1451
O -3.1694 -3.2723 4.0750
C -4.5103 -3.1355 4.4970
C -4.7234 -3.7474 5.8710
H -0.4491 0.2205 4.5703
H -0.7060 0.0451 6.2799
H -0.3389 -1.3924 5.3052
H -2.8262 -1.3634 5.6331
H -2.8514 0.3202 5.2022
H 0.3750 -4.2369 3.1725
H -1.2866 -4.7324 2.8786
H 0.5915 -3.2945 0.9232
H 0.1542 -5.0281 0.8670
H -1.0662 -3.8255 0.5379
H -4.8558 -2.0988 4.5863
H -5.1485 -3.5779 3.7262
H -5.7584 -3.7294 6.2027
H -4.3267 -4.7591 5.9551
H -4.1482 -3.1243 6.5631
C 1.7803 6.6839 6.2420
C 0.6137 5.7597 5.8356
O 0.5864 5.6265 4.4169
P 1.5614 4.6127 3.6224
O 2.9954 4.8548 3.8036
O 1.0784 3.1542 4.0983
C 1.9516 2.2587 4.8232
C 2.7398 1.4113 3.8861
O 1.0281 4.7244 2.1354
C -0.3478 4.3001 1.9082
C -0.8167 5.0768 0.6783
H 1.7507 7.6175 5.6894
H 1.7570 6.7933 7.3306
H 2.7231 6.1743 6.0498
H 0.7734 4.7695 6.2762
H -0.3344 6.1676 6.1811
H 2.6117 2.8447 5.4699
H 1.2928 1.7256 5.5097
H 3.3099 2.0247 3.1850
H 3.4243 0.6971 4.3405
H 2.0813 0.8283 3.2363
H -0.3103 3.2312 1.7182
H -0.9156 4.4854 2.8196
H -0.6391 6.1484 0.7360
H -0.2052 4.7055 -0.1468
H -1.8578 4.8774 0.4223
O 0.9995 2.7360 -1.2198
S 1.1784 1.3078 -0.9947
O 2.3585 0.5833 -1.4042
C 0.8352 0.9528 0.7460
C -0.6059 0.5104 0.8808
C -0.8373 -0.3859 -0.3229
C -0.3373 0.3741 -1.5267
H 1.2020 1.7788 1.3532
H 1.4181 0.0684 1.0208
H -0.6578 -0.0773 1.8005
H -1.1914 1.4133 1.0743
H -1.8573 -0.7561 -0.4332
H -0.2306 -1.2904 -0.2103
H -1.0754 1.1170 -1.8348
H -0.1210 -0.1286 -2.4700
O 6.0452 -1.8799 1.1776
S 4.8714 -1.2197 0.6367
O 3.7552 -0.8452 1.5057
C 5.4960 0.1713 -0.3945
C 5.6865 -0.4048 -1.8146
C 5.3502 -1.9160 -1.8234
C 4.2747 -2.1873 -0.7974
H 6.3600 0.5798 0.1184
H 4.6738 0.8839 -0.4215
H 4.9922 0.0789 -2.4995
H 6.7091 -0.3590 -2.1795
H 6.2397 -2.4732 -1.5060
H 4.9900 -2.4656 -2.6969
H 3.9583 -3.1762 -0.4734
H 3.3529 -1.6990 -1.1372
```

Computed properties:
2S+1: 1
E_HOMO, eV: -9.57
Total charge: 0
Gap between HOMO and LUMO, eV: 10.168
SMILES string: CCOP(=O)(OCC)OCC.CCOP(=O)(OCC)OCC.CCOP(=O)(OCC)OCC.CCOP(=O)(OCC)OCC.O=S1(=O)CCCC1.O=S1(=O)CCCC1

=====

Below is the molecule C3H2N2 in a non-equilibrium geometry, with properties calculated with wB97M-V/def2-TZVPD.

The geometry in XYZ format:
```
7
C3H2N2 (wB97M-V/def2-TZVPD)
C 0.3960 1.2440 0.9414
C -0.3274 -1.3532 -1.6565
C 0.3290 0.0806 0.1724
N -0.1502 -0.6970 -0.6301
N 0.9127 0.2325 1.5957
H 0.1181 2.3257 1.1111
H -1.2783 -1.8326 -1.5341
```

Computed properties:
Energy above the lowest of the compared OMol25 structures with the same formula, charge and spin, kJ/mol: 465.72
2S+1: 1
E_HOMO, eV: -8.06
Total charge: 0
Gap between HOMO and LUMO, eV: 8.183

=====

Below is the molecule CH5N3 in a non-equilibrium geometry, with properties calculated with wB97M-V/def2-TZVPD.

The geometry in XYZ format:
```
9
CH5N3 (wB97M-V/def2-TZVPD)
H 3.0092 0.3335 -0.3838
N 2.2450 -0.1575 0.0589
N 0.9859 0.6043 -0.1849
N 0.0227 -0.2254 0.0070
C -1.3301 0.0641 -0.0329
H 0.3743 -1.0728 0.5410
H -2.0885 -0.7894 0.3695
H -1.5342 0.9872 0.6554
H -1.6843 0.2560 -1.0301
```

Computed properties:
Energy above the lowest of the compared OMol25 structures with the same formula, charge and spin, kJ/mol: 411.73
2S+1: 1
E_HOMO (spin up / spin down), eV: -8.63 / -8.63
Total charge: 0
Gap between HOMO and LUMO (spin up / spin down), eV: 9.155 / 9.154
SMILES string: [H]/N=N/NC

=====

no.,calculated total energy (a.u.)
1,-9208.11086
2,-4931.86165
3,-224.81980
4,-205.23427